124
Properties=species:S:1:pos:R:3 method="wB97M-V/def2-TZVPD" e_lumo_ha=0.01154 total_charge=-1
C -6.4283 -2.6729 3.3490
C -7.6478 -3.1011 2.5136
C -7.5033 -4.4444 1.7697
C -7.4568 -4.3574 0.2440
N -6.4543 -3.3830 -0.1835
S -6.3809 -3.0580 -1.8434
O -7.0879 -1.8066 -2.0372
O -6.9175 -4.2401 -2.4758
N -4.8169 -2.9098 -1.9910
S -4.1256 -2.1300 -3.1886
O -3.9183 -0.7222 -2.8951
O -4.6590 -2.4553 -4.4987
C -2.5161 -2.8755 -3.0785
C -1.7693 -2.5731 -1.7766
C -0.4152 -1.8445 -1.9093
C -0.1818 -0.7337 -0.8781
C -1.0486 0.5292 -0.9767
C -0.4029 1.5735 -1.9019
C -1.2899 2.7923 -2.1970
C -2.3168 2.6451 -3.3291
C -1.8467 1.8483 -4.5290
O -2.8151 1.9829 -5.5483
C -2.7874 0.9323 -6.4913
H -6.7045 -2.4066 4.3715
H -5.6963 -3.4822 3.4086
H -5.9139 -1.8135 2.9159
H -8.5225 -3.1614 3.1661
H -7.8828 -2.3095 1.7968
H -8.3544 -5.0824 2.0287
H -6.6078 -4.9670 2.1188
H -7.1510 -5.3217 -0.1632
H -8.4583 -4.1499 -0.1598
H -6.6281 -2.4816 0.2457
H -1.9660 -2.5233 -3.9582
H -2.6989 -3.9415 -3.2134
H -2.4170 -2.0005 -1.1093
H -1.6012 -3.5292 -1.2786
H 0.3873 -2.5760 -1.7825
H -0.2982 -1.4282 -2.9174
H -0.2355 -1.1738 0.1242
H 0.8577 -0.3927 -0.9948
H -2.0649 0.3060 -1.3171
H -1.1132 0.9694 0.0250
H -0.0789 1.0840 -2.8262
H 0.5109 1.9287 -1.4162
H -0.6516 3.6616 -2.3855
H -1.8473 3.0154 -1.2779
H -3.2274 2.1661 -2.9707
H -2.6002 3.6431 -3.6826
H -1.7489 0.7924 -4.2534
H -0.8668 2.2041 -4.8949
H -3.1831 1.3203 -7.4332
H -3.4068 0.0972 -6.1473
H -1.7662 0.5685 -6.6715
C 0.8199 8.8738 -1.7590
C 0.0008 7.7563 -1.6790
C 0.5519 6.4942 -1.5225
C 1.9290 6.3906 -1.4491
C 2.7697 7.4881 -1.5244
C 2.2000 8.7417 -1.6811
N 2.5164 5.0437 -1.2999
O 1.7570 4.1031 -1.3063
O 3.7304 4.9499 -1.2065
H 0.3797 9.8557 -1.8705
H -1.0738 7.8618 -1.7396
H -0.0630 5.6075 -1.4659
H 3.8391 7.3528 -1.4647
H 2.8370 9.6135 -1.7362
C 6.4496 4.2148 0.3074
C 6.9840 4.1054 -0.9694
C 8.3487 3.9298 -1.1415
C 9.1498 3.8662 -0.0158
C 8.6437 3.9655 1.2677
C 7.2777 4.1429 1.4204
N 10.6038 3.6824 -0.1881
O 11.0357 3.6166 -1.3212
O 11.2865 3.6072 0.8151
H 5.3841 4.3550 0.4250
H 6.3295 4.1570 -1.8287
H 8.7917 3.8432 -2.1222
H 9.3108 3.9031 2.1145
H 6.8563 4.2219 2.4120
C 5.5524 7.3175 4.4390
C 4.2436 7.1336 4.8644
C 3.1923 7.6585 4.1293
C 3.4877 8.3621 2.9768
C 4.7809 8.5517 2.5251
C 5.8208 8.0196 3.2706
N 2.3722 8.9370 2.1985
O 1.2491 8.7901 2.6330
O 2.6483 9.5656 1.1962
H 6.3690 6.9073 5.0192
H 4.0374 6.5817 5.7715
H 2.1646 7.5354 4.4363
H 4.9582 9.1059 1.6159
H 6.8410 8.1534 2.9368
C -0.7816 -9.8855 -1.0967
C -0.5442 -9.2498 -2.3097
C -0.3027 -7.8846 -2.3502
C -0.3007 -7.1876 -1.1566
C -0.5480 -7.7938 0.0590
C -0.7932 -9.1563 0.0853
N -0.0185 -5.7378 -1.1736
O 0.1552 -5.2095 -2.2507
O 0.0239 -5.1608 -0.1040
H -0.9678 -10.9514 -1.0740
H -0.5490 -9.8160 -3.2315
H -0.1190 -7.3639 -3.2781
H -0.5463 -7.2071 0.9642
H -0.9756 -9.6356 1.0365
C 0.7305 -5.0354 5.8741
C 1.0017 -6.1853 6.6050
C 0.6075 -7.4247 6.1265
C -0.0550 -7.4756 4.9139
C -0.3401 -6.3463 4.1676
C 0.0609 -5.1145 4.6602
N -0.4711 -8.7924 4.3897
O -0.2410 -9.7744 5.0646
O -1.0187 -8.8088 3.3052
H 1.0430 -4.0711 6.2526
H 1.5226 -6.1193 7.5506
H 0.8040 -8.3355 6.6717
H -0.8661 -6.4321 3.2291
H -0.1521 -4.2199 4.0912